Entry 1:
Entry from the Open Molecules 2025 dataset: a molecular structure, C17H46O2PPtSSi3 (ωB97M-V/def2-TZVPD).

Values from the calculation:
**E_tot**: -2553.082251 Eh
**Energy relative to the best compared isomer or geometry (same formula, charge and spin)**: 0.021 eV
**Kohn-Sham gap**: 8.748 eV
**LUMO level**: -2.3918 eV
**Maximum force**: 0.4 eV/Å

```
! wB97M-V def2-TZVPD RIJCOSX def2/J DEFGRID3
* xyz 1 1
Pt -0.221 0.813 0.337
C 2.938 0.774 -0.206
O 1.797 0.415 0.567
Si 1.774 0.302 2.301
C 2.942 -1.010 2.903
C 2.493 1.929 2.869
C -0.043 0.038 2.346
Si -0.544 -1.762 2.425
C 0.169 -2.685 0.942
C 0.027 -2.676 3.959
C -2.417 -1.988 2.442
Si -0.880 1.211 3.566
C -0.561 3.021 3.117
C -2.746 1.035 3.637
C -0.254 0.907 5.309
H 3.827 0.344 0.257
H 3.058 1.856 -0.257
H 2.830 0.356 -1.204
H 3.984 -0.697 2.823
H 2.828 -1.987 2.438
H 2.726 -1.127 3.970
H 3.582 1.897 2.781
H 2.267 2.123 3.920
H 2.123 2.780 2.297
H 1.239 -2.862 1.063
H 0.041 -2.139 0.004
H -0.305 -3.665 0.836
H 1.108 -2.795 4.028
H -0.407 -3.681 3.939
H -0.323 -2.195 4.874
H -2.961 -1.217 1.898
H -2.776 -1.965 3.472
H -2.676 -2.970 2.036
H -0.145 3.143 2.115
H 0.115 3.510 3.821
H -1.507 3.565 3.144
H -3.190 1.048 2.642
H -3.149 1.880 4.202
H -3.065 0.124 4.145
H 0.834 0.983 5.392
H -0.545 -0.080 5.674
H -0.683 1.646 5.989
C 0.785 3.703 -0.960
P -0.045 2.194 -1.553
C -1.555 2.894 -2.290
C 0.910 1.739 -3.032
H 0.931 4.413 -1.776
H 1.753 3.462 -0.522
H 0.174 4.167 -0.186
H -1.294 3.756 -2.905
H -2.237 3.214 -1.502
H -2.058 2.155 -2.913
H 0.868 2.558 -3.752
H 0.496 0.843 -3.494
H 1.952 1.553 -2.782
C -5.182 1.673 0.183
C -4.702 0.285 -0.210
S -3.029 0.357 -0.849
O -2.263 0.844 0.416
C -2.673 -1.401 -1.068
C -1.639 -1.615 -2.161
H -6.194 1.602 0.580
H -5.201 2.346 -0.674
H -4.545 2.100 0.955
H -5.294 -0.141 -1.023
H -4.699 -0.412 0.630
H -3.624 -1.886 -1.296
H -2.330 -1.756 -0.097
H -1.997 -1.264 -3.130
H -1.417 -2.679 -2.247
H -0.708 -1.099 -1.920
*
```

Entry 2:
Entry from the Open Molecules 2025 dataset: a molecular structure, C17H48BeF3N2O15S4 (ωB97M-V/def2-TZVPD).

Values from the calculation:
**E_tot**: -3820.192604 Eh
**Energy relative to the best compared isomer or geometry (same formula, charge and spin)**: 6.030 eV
**Kohn-Sham gap**: 1.052 eV
**LUMO level**: -13.6361 eV
**Maximum force**: 5.5 eV/Å

```
! wB97M-V def2-TZVPD RIJCOSX def2/J DEFGRID3
* xyz 3 1
Be 31.142 30.115 -13.398
N 27.152 35.261 -16.152
H 26.221 35.547 -15.885
H 27.022 34.260 -16.120
H 27.900 35.472 -15.507
H 27.288 35.630 -17.082
N 25.047 32.042 -10.583
H 25.291 32.994 -10.814
H 24.057 31.983 -10.394
H 25.449 31.672 -9.733
H 25.249 31.561 -11.448
C 24.543 29.891 -16.410
O 25.600 30.204 -15.546
H 24.151 30.805 -16.855
H 24.724 29.158 -17.197
H 23.705 29.582 -15.785
O 15.073 39.702 -18.999
S 16.321 39.033 -19.424
O 17.498 39.734 -19.733
O 16.609 37.760 -18.313
C 17.893 37.130 -18.383
C 17.842 35.894 -17.523
C 15.975 37.876 -20.883
H 18.641 37.861 -18.076
H 18.191 36.784 -19.373
H 17.352 35.047 -18.003
H 17.430 36.097 -16.535
H 18.844 35.629 -17.186
H 15.293 37.131 -20.474
H 16.899 37.415 -21.231
H 15.355 38.373 -21.630
O 23.005 25.485 -8.674
S 23.713 24.269 -9.022
O 25.202 24.210 -8.950
O 23.064 22.932 -8.295
C 21.687 22.869 -8.048
C 21.380 21.474 -7.647
C 23.291 23.779 -10.755
H 21.186 23.205 -8.955
H 21.436 23.518 -7.209
H 21.758 21.261 -6.647
H 21.946 20.820 -8.311
H 20.315 21.292 -7.794
H 22.261 23.928 -11.079
H 23.715 22.783 -10.882
H 23.931 24.441 -11.339
O 17.251 28.511 -10.205
S 17.247 29.969 -10.321
O 18.535 30.715 -10.470
O 16.213 30.344 -11.713
C 15.613 29.348 -12.403
C 16.629 28.829 -13.442
C 16.221 30.690 -8.961
H 14.763 29.781 -12.931
H 15.189 28.577 -11.759
H 17.213 29.503 -14.070
H 16.133 28.187 -14.169
H 17.322 28.167 -12.923
H 16.239 30.230 -7.973
H 15.224 30.441 -9.324
H 16.231 31.764 -8.771
O 23.201 34.433 -24.768
S 23.321 33.819 -23.415
O 23.733 34.706 -22.288
O 21.895 32.983 -23.037
C 21.392 32.237 -24.165
C 20.311 33.017 -24.898
C 24.501 32.428 -23.537
H 21.156 31.181 -24.035
H 22.159 32.173 -24.937
H 20.370 32.802 -25.964
H 20.466 34.092 -24.996
H 19.303 32.678 -24.661
H 25.503 32.854 -23.490
H 24.195 31.870 -24.422
H 24.230 31.841 -22.659
C 22.797 21.722 -19.474
C 22.712 22.251 -18.006
O 22.201 21.164 -17.157
C 20.936 20.972 -16.875
O 20.059 21.702 -17.282
C 20.742 19.829 -15.811
F 20.444 20.345 -14.665
F 19.804 19.051 -16.315
F 21.835 19.113 -15.644
H 22.924 22.510 -20.215
H 21.905 21.220 -19.848
H 23.735 21.179 -19.591
H 22.078 23.112 -17.797
H 23.691 22.569 -17.647
*
```

Entry 3:
Entry from the Open Molecules 2025 dataset: 8 unconnected molecules or ions with the total composition C17H48ClO17S7 (ωB97M-V/def2-TZVPD).

Values from the calculation:
**E_tot**: -5202.569956 Eh
**Energy relative to the best compared isomer or geometry (same formula, charge and spin)**: 6.511 eV
**Kohn-Sham gap**: 7.117 eV
**LUMO level**: 1.5566 eV
**Maximum force**: 6.8 eV/Å

```
! wB97M-V def2-TZVPD RIJCOSX def2/J DEFGRID3
* xyz -1 1
Cl -1.236 -0.764 -1.941
O -1.648 -0.304 -0.599
O -1.525 -2.129 -2.144
O -2.037 0.149 -2.770
O 0.155 -0.403 -2.051
O -2.505 2.440 6.949
S -3.330 3.629 6.774
O -4.785 3.589 6.608
O -3.110 4.809 8.025
C -2.018 4.642 8.975
C -0.690 4.897 8.174
C -2.735 4.601 5.312
H -2.099 3.617 9.338
H -2.283 5.366 9.745
H -0.634 3.970 7.602
H 0.260 5.104 8.667
H -0.877 5.700 7.460
H -1.792 4.271 4.876
H -2.577 5.620 5.664
H -3.611 4.401 4.695
O -6.554 -6.658 4.782
S -5.626 -5.493 4.787
O -5.509 -4.703 6.026
O -4.114 -5.974 4.391
C -3.008 -5.131 4.693
C -1.526 -5.590 4.335
C -5.869 -4.245 3.406
H -3.083 -5.031 5.776
H -3.321 -4.172 4.280
H -0.793 -4.964 4.844
H -1.438 -5.593 3.249
H -1.409 -6.609 4.704
H -5.295 -4.539 2.528
H -5.673 -3.250 3.806
H -6.924 -4.209 3.133
O 2.756 9.525 1.982
S 3.198 10.155 0.739
O 4.571 9.903 0.205
O 2.085 9.721 -0.461
C 1.771 8.291 -0.615
C 0.475 8.090 -1.488
C 2.965 11.979 0.793
H 1.726 7.866 0.388
H 2.634 7.859 -1.123
H 0.671 7.563 -2.422
H -0.025 9.034 -1.701
H -0.246 7.487 -0.935
H 3.612 12.506 1.495
H 1.895 12.118 0.952
H 3.062 12.217 -0.266
C -2.830 -8.948 -2.006
S -1.732 -10.288 -2.660
O -1.995 -10.330 -4.117
C -0.098 -9.608 -2.442
H -3.199 -8.195 -2.703
H -2.362 -8.515 -1.121
H -3.700 -9.504 -1.654
H 0.168 -9.772 -1.397
H 0.035 -8.550 -2.671
H 0.409 -10.299 -3.115
C 4.332 1.035 4.093
S 4.983 2.734 3.970
O 5.948 2.806 5.126
C 5.901 2.632 2.317
H 3.270 1.100 4.332
H 4.783 0.437 4.885
H 4.354 0.485 3.152
H 5.346 1.948 1.674
H 6.785 2.015 2.473
H 6.074 3.429 1.594
C -4.101 -4.696 -9.204
S -3.418 -6.146 -8.214
O -3.768 -7.443 -8.945
C -1.601 -5.995 -8.545
H -3.859 -4.884 -10.250
H -3.673 -3.871 -8.635
H -5.189 -4.742 -9.153
H -1.322 -7.041 -8.414
H -1.196 -5.303 -7.806
H -1.356 -5.754 -9.579
C 7.479 -0.113 -7.822
S 6.113 1.023 -8.394
O 6.383 1.404 -9.814
C 4.720 -0.188 -8.418
H 7.415 -0.221 -6.739
H 8.427 0.391 -8.010
H 7.465 -1.170 -8.090
H 4.793 -0.709 -9.372
H 3.752 0.314 -8.413
H 4.530 -0.826 -7.555
*
```